Record 1
Here is a molecular structure, C20H30F6NaO15P from OMol25. Energies are from the ωB97M-V functional and the def2-TZVPD basis.

Gap between HOMO and LUMO: 10.61 eV
Relative energy (zero: lowest compared OMol25 entry of this formula, charge and spin): 0.00 kcal/mol
E_LUMO: 0.0064 hartree
DFT total energy: -81957.510 eV

```
73
Properties=species:S:1:pos:R:3:forces:R:3:lowdin_charge:R:1
Na -0.560 -0.814 -0.155 -0.23 0.16 0.05 0.397
P -3.218 -2.106 -1.660 -0.97 -1.93 -0.48 0.198
F -3.897 -2.233 -3.123 0.04 0.81 0.00 -0.166
F -3.760 -0.624 -1.434 -0.51 -0.24 0.45 -0.131
F -4.550 -2.838 -1.022 0.28 0.95 -0.19 -0.186
F -2.575 -2.196 -0.146 0.62 1.00 -0.40 -0.177
F -2.596 -3.579 -1.921 0.65 0.06 0.00 -0.174
F -1.878 -1.391 -2.313 0.13 -0.61 0.72 -0.174
C -5.233 -0.020 4.954 -0.36 0.10 -0.13 -0.017
C -4.081 0.735 4.301 -0.33 1.20 0.24 -0.318
C -2.688 0.739 4.929 -0.10 -0.18 0.70 -0.089
O -1.798 0.501 3.844 0.10 0.02 -0.10 0.076
C -2.508 0.342 2.696 -0.46 -0.48 0.65 -0.532
O -2.077 0.107 1.625 0.90 0.06 -0.57 0.196
O -3.818 0.416 2.952 -0.48 -0.63 -0.41 0.113
H -5.114 -1.004 5.409 0.77 0.02 -0.16 0.082
H -6.039 -0.148 4.229 0.07 0.20 -0.11 0.090
H -5.620 0.647 5.727 -0.05 -0.11 0.09 0.083
H -4.421 1.776 4.248 -0.08 -0.05 0.17 0.149
H -2.593 -0.015 5.714 0.22 -0.28 -0.30 0.129
H -2.442 1.690 5.401 0.00 0.09 -0.19 0.129
C 0.335 -5.117 4.330 1.46 0.25 -0.02 -0.016
C 0.675 -3.620 4.168 -0.58 -1.25 1.01 -0.318
C 2.168 -3.373 4.064 1.14 -1.54 1.21 -0.116
O 2.390 -3.046 2.703 -0.11 0.47 0.37 0.091
C 1.186 -2.744 2.136 0.58 -0.09 0.93 -0.515
O 1.073 -2.182 1.107 -0.36 0.02 -0.82 0.184
O 0.191 -3.150 2.938 -0.67 0.62 -0.78 0.108
H 1.031 -5.672 3.694 -0.51 -0.10 -0.46 0.088
H -0.704 -5.364 4.139 -0.03 0.06 -0.02 0.087
H 0.665 -5.453 5.317 -0.46 0.22 0.21 0.086
H 0.177 -3.099 4.988 0.15 0.43 -0.24 0.151
H 2.712 -4.287 4.341 -0.22 -0.34 -0.78 0.126
H 2.650 -2.756 4.829 -0.55 1.27 -0.69 0.133
C -1.851 3.361 -5.242 0.43 0.25 -2.17 -0.030
C -0.768 2.453 -4.747 -0.88 -0.63 2.59 -0.252
C 0.356 3.163 -3.998 1.02 0.85 -1.99 -0.134
O 0.482 2.565 -2.733 -0.23 0.05 -0.68 0.075
C -0.676 1.868 -2.509 -0.43 0.34 0.97 -0.549
O -0.981 1.525 -1.411 0.13 -0.57 -0.04 0.178
O -1.423 1.743 -3.603 0.65 0.33 -0.10 0.087
H -2.476 2.731 -5.880 -0.83 0.32 0.64 0.094
H -1.526 4.133 -5.955 0.61 -0.26 0.05 0.090
H -2.307 3.963 -4.463 -0.39 -0.66 0.30 0.101
H -0.508 1.572 -5.334 0.36 0.70 -0.74 0.153
H 0.181 4.247 -3.998 -0.56 -0.12 0.86 0.130
H 1.280 3.168 -4.593 0.18 -0.77 0.43 0.132
C 3.793 -2.606 -4.947 0.78 1.85 0.24 -0.015
C 2.831 -1.455 -4.583 0.01 -0.50 -1.54 -0.326
C 1.356 -1.743 -4.889 0.71 -1.35 -0.33 -0.091
O 0.712 -1.621 -3.638 0.11 0.44 0.03 0.086
C 1.613 -1.240 -2.695 -0.76 -0.10 -1.25 -0.520
O 1.314 -0.984 -1.584 0.05 0.19 1.04 0.178
O 2.846 -1.149 -3.215 0.35 0.13 0.70 0.112
H 3.869 -3.388 -4.198 -0.48 -0.27 -0.21 0.092
H 4.768 -2.104 -4.969 0.18 -0.37 0.14 0.080
H 3.653 -2.906 -5.983 -0.38 -0.45 0.17 0.086
H 3.147 -0.579 -5.157 0.09 0.10 0.28 0.146
H 1.305 -2.780 -5.234 -0.39 -0.02 0.18 0.131
H 0.943 -1.150 -5.705 -0.28 0.45 0.49 0.131
C 2.245 5.259 1.321 1.03 -0.96 -0.50 -0.016
C 2.704 3.860 0.904 0.58 0.53 0.08 -0.324
C 3.698 3.199 1.871 -0.06 -0.05 -0.03 -0.076
O 3.257 1.842 1.924 0.61 -0.29 0.50 0.079
C 2.023 1.742 1.428 -0.57 -0.08 -0.41 -0.559
O 1.338 0.771 1.421 0.16 -0.16 0.21 0.185
O 1.648 2.919 0.911 -0.84 0.51 -0.43 0.098
H 1.653 5.167 2.227 -0.30 0.48 -0.16 0.093
H 1.810 5.714 0.435 -0.74 0.17 0.46 0.083
H 3.165 5.824 1.493 -0.09 0.10 0.32 0.087
H 3.080 3.972 -0.118 0.17 -0.50 0.05 0.152
H 3.618 3.647 2.865 0.00 -0.08 0.03 0.133
H 4.743 3.173 1.574 -0.06 0.26 -0.18 0.134
```
Forces are in eV/Å.

***

Record 2
Here is a molecular structure, C20H30N2O4 from OMol25. Energies are from the ωB97M-V functional and the def2-TZVPD basis.

Gap between HOMO and LUMO: 8.60 eV
Relative energy (zero: lowest compared OMol25 entry of this formula, charge and spin): 423.46 kcal/mol
E_LUMO: 0.0210 hartree
DFT total energy: -32380.865 eV

```
56
Properties=species:S:1:pos:R:3:forces:R:3:lowdin_charge:R:1
C -1.887 -3.553 -0.164 5.69 1.88 3.32 -0.150
O -2.822 -2.615 -0.116 -2.49 4.57 0.92 -0.100
C -2.510 -1.291 0.388 -9.74 -4.48 -4.88 -0.115
C -1.383 -1.122 0.964 3.86 -9.39 -1.30 -0.159
C -1.106 0.006 1.284 3.18 17.58 7.08 -0.091
C -2.111 1.121 1.390 1.53 -1.94 -1.48 -0.173
C -3.397 0.784 0.985 -0.25 4.58 -1.82 -0.001
C -3.659 -0.338 0.236 2.03 -1.54 2.18 -0.160
O -4.956 -0.425 -0.248 3.07 -1.34 0.24 -0.096
C -5.462 -1.753 -0.390 -3.31 4.94 -9.91 -0.066
H -6.607 -1.290 -0.572 2.48 -2.37 -0.13 0.157
H -5.538 -2.253 0.398 0.16 -4.26 6.92 -0.015
H -5.034 -2.402 -1.348 -1.15 1.97 2.62 0.156
H -4.051 1.757 0.784 0.63 -2.39 0.89 0.166
C -1.694 2.597 1.598 0.78 -4.98 9.71 -0.240
H -2.374 2.932 2.679 1.94 -0.64 -3.16 0.200
H -0.608 2.456 2.102 -2.15 0.94 -1.59 0.153
C -1.880 3.536 0.624 -0.25 7.33 -6.26 -0.207
N -1.431 3.083 -0.797 -13.99 3.28 3.65 0.112
C -0.328 2.607 -0.944 -4.06 -4.72 -10.52 -0.810
O 0.643 2.793 -0.479 13.65 2.74 8.98 0.203
C -0.354 1.867 -2.205 8.41 -4.73 -0.87 -0.116
C -0.562 0.405 -2.075 -1.68 -3.30 0.41 -0.099
C 0.487 -0.517 -1.346 1.08 1.40 -4.50 -0.425
O 0.502 -1.612 -1.869 -0.05 -2.07 1.78 0.026
N 1.625 0.103 -0.905 -1.26 -12.85 -3.62 0.116
H 1.500 0.895 -0.733 -2.43 15.87 3.36 -0.040
C 2.729 -0.432 -0.359 -0.74 -9.27 4.05 -0.329
C 2.633 -0.484 1.307 0.93 -0.64 -1.70 -0.125
C 3.982 -1.163 1.854 -1.87 2.67 0.37 -0.203
C 5.231 -0.428 1.129 0.35 -6.58 2.62 -0.176
C 5.172 -0.718 -0.464 4.31 3.76 3.80 -0.182
C 4.004 0.028 -0.908 -1.17 -4.89 -4.26 -0.224
H 3.934 -0.268 -2.035 -0.15 1.45 1.49 0.170
H 3.975 0.993 -0.710 0.89 4.96 0.33 0.083
H 6.149 -0.056 -0.731 -2.00 -2.09 -0.33 0.153
H 5.214 -1.748 -0.766 0.13 -0.32 0.08 0.103
H 6.094 -1.022 1.862 -1.52 1.78 -2.81 0.156
H 5.272 0.565 1.452 -0.02 1.72 -0.15 0.062
H 3.840 -0.869 2.963 1.14 -0.87 -1.39 0.112
H 3.988 -2.272 1.732 0.02 0.93 0.01 0.101
H 1.672 -0.824 1.854 1.39 -0.14 -1.58 0.107
H 2.619 0.573 1.477 0.48 0.95 0.93 0.080
H 2.550 -1.792 -0.570 0.87 3.93 0.13 0.234
H -1.540 0.250 -1.561 0.32 -0.23 -0.27 0.107
H -0.647 -0.245 -3.098 0.10 2.17 2.30 0.183
H 0.845 1.766 -2.749 -3.00 1.17 1.79 0.216
H -0.827 2.040 -3.027 -3.75 2.52 -4.44 0.047
H -2.285 2.693 -1.356 2.59 0.85 1.35 0.208
H -2.996 4.030 0.533 2.80 -1.52 0.08 0.168
H -1.139 4.484 0.636 -1.85 -1.90 1.07 0.168
H -0.130 0.423 1.798 -1.49 -1.46 -1.43 0.143
H -0.502 -1.798 0.961 -1.30 -0.39 -0.08 0.161
H -1.541 -4.010 0.825 -0.44 0.88 -0.55 0.125
H -0.969 -3.207 -0.680 -0.34 -0.39 -0.04 0.097
H -2.331 -4.278 -0.606 -2.37 -5.10 -3.39 0.031
```
Forces are in eV/Å.

***

Record 3
Here is C20H30N4O6S in the gas phase from OMol25. Energies are from the ωB97M-V functional and the def2-TZVPD basis.

Gap between HOMO and LUMO: 9.13 eV
Relative energy (zero: lowest compared OMol25 entry of this formula, charge and spin): 8.99 kcal/mol
E_LUMO: 0.0235 hartree
DFT total energy: -50307.383 eV
Structure (SMILES): CCN(CC)CCNC(=O)CN1C(=O)COc2ccc(S(=O)(=O)N3CCOCC3)cc21

```
61
Properties=species:S:1:pos:R:3:forces:R:3:lowdin_charge:R:1
C 4.221 -3.660 0.055 -0.09 0.32 -0.12 -0.076
C 4.080 -2.255 -0.538 0.13 -0.13 0.07 -0.251
N 2.729 -1.811 -0.836 -0.03 -0.18 -0.04 -0.205
C 1.868 -1.647 0.330 0.15 0.20 0.01 -0.242
C 2.406 -0.614 1.314 -0.20 -0.25 -0.04 -0.068
C 2.096 -2.581 -1.892 0.00 0.17 0.02 -0.184
C 0.971 -1.779 -2.568 -0.11 -0.14 0.07 -0.149
N 1.294 -0.370 -2.571 0.09 -0.20 -0.26 0.070
C 0.446 0.552 -2.083 0.43 0.31 -0.30 -0.458
O -0.720 0.329 -1.828 -0.34 -0.06 0.03 0.069
C 1.105 1.924 -1.888 -0.07 -0.07 -0.02 -0.025
N 0.138 2.997 -1.792 0.16 -0.37 -0.07 0.040
C 0.120 3.926 -2.786 -0.14 0.25 -0.09 -0.395
O 0.892 3.910 -3.721 -0.03 0.18 -0.12 0.087
C -0.890 5.046 -2.594 0.31 0.35 -0.22 -0.059
O -2.098 4.657 -1.979 -0.18 -0.33 0.04 0.004
C -1.965 3.812 -0.923 0.23 -0.19 0.35 -0.186
C -3.004 3.748 -0.002 0.15 -0.09 -0.02 0.028
C -2.928 2.880 1.070 -0.09 0.18 -0.08 -0.044
C -1.792 2.111 1.226 0.23 -0.45 0.31 -0.265
S -1.741 0.910 2.543 -0.33 0.17 -0.39 0.694
O -0.422 0.328 2.584 -0.13 0.07 -0.27 -0.299
O -2.249 1.481 3.756 -0.26 0.07 -0.02 -0.276
N -2.902 -0.157 1.975 0.49 0.75 0.39 -0.228
C -3.627 -0.900 2.989 0.02 -0.30 0.58 -0.165
C -2.826 -2.124 3.437 -0.22 0.19 0.12 -0.183
O -2.491 -2.940 2.335 -0.12 -0.15 -0.05 -0.124
C -1.715 -2.226 1.393 0.05 0.16 -0.23 -0.190
C -2.470 -0.999 0.876 0.36 -0.41 -0.28 -0.150
C -0.746 2.164 0.328 0.01 0.19 0.05 0.009
C -0.832 2.996 -0.781 -0.56 0.35 0.31 -0.109
H 3.817 -4.411 -0.621 -0.03 -0.13 -0.03 0.066
H 3.703 -3.733 1.008 -0.04 -0.09 0.13 0.066
H 5.273 -3.879 0.222 0.10 -0.08 0.04 0.072
H 4.518 -1.530 0.150 0.09 0.00 -0.07 0.103
H 4.648 -2.204 -1.472 0.02 0.05 0.09 0.113
H 0.899 -1.300 -0.033 -0.09 -0.06 0.00 0.096
H 1.695 -2.602 0.851 -0.08 0.01 -0.05 0.119
H 3.210 -1.018 1.923 0.13 0.01 0.07 0.071
H 2.782 0.254 0.775 0.06 0.13 -0.06 0.074
H 1.603 -0.295 1.974 0.08 0.01 0.06 0.042
H 2.866 -2.802 -2.636 0.00 -0.08 0.03 0.120
H 1.679 -3.539 -1.540 0.06 0.01 -0.10 0.123
H 0.835 -2.135 -3.595 -0.08 -0.05 0.14 0.122
H 0.019 -1.888 -2.043 0.10 0.00 -0.10 0.110
H 2.277 -0.153 -2.640 -0.09 0.16 0.14 0.146
H 1.724 1.891 -0.986 0.03 -0.02 -0.06 0.135
H 1.736 2.160 -2.749 -0.04 -0.09 0.23 0.131
H -1.152 5.459 -3.570 0.14 -0.13 0.16 0.143
H -0.401 5.836 -2.000 -0.06 -0.13 -0.09 0.149
H -3.865 4.376 -0.162 -0.10 0.09 0.00 0.125
H -3.724 2.795 1.791 -0.19 0.05 0.05 0.120
H -3.798 -0.223 3.825 -0.18 -0.16 0.05 0.114
H -4.583 -1.211 2.556 0.07 0.06 0.02 0.134
H -3.411 -2.751 4.112 0.05 0.10 0.04 0.129
H -1.911 -1.784 3.945 -0.07 -0.08 0.03 0.129
H -1.506 -2.925 0.582 0.05 0.09 -0.02 0.128
H -0.775 -1.899 1.857 -0.06 -0.11 -0.09 0.105
H -1.844 -0.406 0.208 -0.02 -0.12 -0.20 0.099
H -3.366 -1.316 0.332 0.08 0.07 -0.01 0.138
H 0.103 1.526 0.508 0.15 -0.10 -0.10 0.109
```
Forces are in eV/Å.

***

Record 4
Here is C20H30N4OS in the gas phase from OMol25. Energies are from the ωB97M-V functional and the def2-TZVPD basis.

Gap between HOMO and LUMO: 8.82 eV
Relative energy (zero: lowest compared OMol25 entry of this formula, charge and spin): 49.23 kcal/mol
E_LUMO: 0.0221 hartree
DFT total energy: -40069.629 eV
Structure (SMILES): OCC[C@H]1CN(Cc2cccn2-c2nccs2)CCN1C1CCCCC1

```
56
Properties=species:S:1:pos:R:3:forces:R:3:lowdin_charge:R:1
O 1.080 1.530 -3.523 -0.50 0.05 -0.27 -0.064
C 2.125 1.254 -2.621 0.31 0.02 0.29 -0.262
C 1.881 1.824 -1.214 0.10 -0.31 -0.01 -0.122
C 1.358 0.799 -0.200 -0.25 0.20 -0.16 -0.290
C -0.055 0.342 -0.614 0.14 0.26 0.14 -0.130
N -0.680 -0.569 0.322 0.31 0.33 0.18 -0.275
C -1.193 0.050 1.536 0.03 0.02 0.01 -0.153
C -2.186 1.112 1.215 0.49 0.10 0.41 -0.241
C -2.128 2.447 1.506 0.09 -0.29 0.01 -0.043
C -3.312 3.050 1.022 -0.15 -0.06 -0.08 -0.072
C -4.056 2.065 0.449 -0.22 0.43 -0.08 -0.064
N -3.373 0.877 0.557 0.23 0.74 0.19 -0.020
C -3.894 -0.301 0.085 0.12 -1.38 -0.39 -0.520
N -5.148 -0.419 -0.199 -0.02 0.90 0.36 0.057
C -5.447 -1.653 -0.662 0.23 -0.70 -0.23 -0.249
C -4.401 -2.511 -0.734 -0.01 0.24 0.18 -0.388
S -2.940 -1.743 -0.223 -0.90 -0.13 -0.31 1.112
C 0.205 -1.694 0.548 0.14 -0.02 0.14 -0.185
C 1.615 -1.260 0.953 -0.20 -0.18 -0.08 -0.156
N 2.183 -0.402 -0.075 -0.14 0.05 -0.02 -0.088
C 3.623 -0.198 0.045 0.04 -0.27 0.20 -0.325
C 4.390 -1.485 -0.277 0.07 0.32 -0.24 -0.150
C 5.884 -1.185 -0.364 -0.01 -0.24 0.27 -0.199
C 6.386 -0.603 0.955 0.09 0.23 -0.23 -0.208
C 5.604 0.655 1.320 0.00 -0.20 0.25 -0.199
C 4.109 0.357 1.393 -0.02 0.24 -0.37 -0.147
H 0.267 1.133 -3.194 0.05 0.01 -0.05 0.069
H 2.304 0.173 -2.553 0.07 0.09 -0.02 0.115
H 3.004 1.724 -3.070 -0.01 -0.09 0.09 0.119
H 2.795 2.281 -0.834 0.02 0.06 0.02 0.106
H 1.142 2.626 -1.294 0.05 0.03 0.00 0.125
H 1.276 1.321 0.774 -0.01 -0.05 -0.08 0.144
H -0.703 1.212 -0.742 0.03 0.00 -0.06 0.131
H 0.019 -0.202 -1.561 0.05 0.04 -0.14 0.129
H -1.669 -0.747 2.120 0.10 0.03 0.05 0.122
H -0.410 0.504 2.162 -0.14 -0.03 0.02 0.122
H -1.327 2.944 2.018 0.21 0.01 0.11 0.104
H -3.572 4.087 1.092 -0.12 0.18 -0.03 0.094
H -5.012 2.088 -0.032 -0.15 -0.03 -0.08 0.112
H -6.466 -1.868 -0.929 -0.15 -0.11 -0.09 0.101
H -4.393 -3.530 -1.062 -0.04 -0.25 -0.07 0.054
H -0.226 -2.343 1.313 -0.03 -0.04 0.01 0.118
H 0.261 -2.254 -0.390 0.05 -0.09 0.01 0.124
H 2.235 -2.148 1.059 0.00 -0.01 0.09 0.117
H 1.568 -0.751 1.932 0.06 -0.07 -0.03 0.122
H 3.896 0.521 -0.732 0.05 0.00 0.02 0.129
H 4.025 -1.892 -1.221 -0.07 -0.05 0.00 0.119
H 4.231 -2.234 0.500 -0.05 -0.07 0.04 0.108
H 6.432 -2.100 -0.598 0.03 0.03 -0.09 0.109
H 6.067 -0.470 -1.170 0.04 0.01 -0.08 0.114
H 7.449 -0.368 0.878 0.03 -0.06 0.07 0.108
H 6.264 -1.346 1.747 0.04 -0.05 0.06 0.114
H 5.951 1.044 2.280 0.02 0.09 -0.05 0.109
H 5.783 1.425 0.564 0.03 0.08 -0.01 0.115
H 3.926 -0.374 2.183 -0.07 -0.03 0.06 0.116
H 3.561 1.270 1.640 -0.07 0.00 0.08 0.114
```
Forces are in eV/Å.

***

What is the formula in the third record?
C20H30N4O6S

***

Look up the DFT total energy of the third one.
-50307.383 eV

***

Among the records above, which one has the lowest DFT total energy?
C20H30F6NaO15P